Density functional theory data (the ωB97M-V functional and the def2-TZVPD basis) for a single C10H23NOSi molecule at a distorted geometry.

Properties
energy	-814.2994	Eh
HOMO-LUMO gap	8.760	eV
energy above the lowest of the compared OMol25 structures with the same formula, charge and spin	32.0	kcal/mol
SMILES	C[Si](C)(C)OCCN1CCCCC1

Cartesian coordinates (Å):
Si: -2.189 -2.376 -0.337
O: -1.011 -1.714 0.699
N: 1.485 1.138 0.817
C: 1.353 3.646 0.894
C: 2.772 3.441 0.423
C: -3.533 -2.901 0.886
C: -0.015 -0.900 0.119
C: 2.066 1.234 -0.559
C: 2.943 2.441 -0.702
C: -1.430 -3.922 -1.077
C: 0.651 2.313 1.192
C: 1.057 -0.289 1.088
C: -2.743 -1.111 -1.609
H: -4.277 -3.612 0.443
H: 1.860 -0.927 1.199
H: 0.566 -1.600 -0.482
H: 1.225 1.211 -1.306
H: 0.471 2.046 2.251
H: 2.561 0.218 -0.833
H: -2.388 -0.124 -1.578
H: 2.695 2.970 -1.637
H: 1.407 4.231 1.838
H: -1.832 -4.841 -0.662
H: -1.468 -3.902 -2.185
H: 3.261 4.421 0.188
H: 3.308 3.104 1.360
H: -0.374 -0.113 -0.572
H: -0.327 -3.956 -0.872
H: 0.967 4.299 0.135
H: -3.929 -2.071 1.470
H: 0.713 -0.296 2.119
H: 3.951 2.041 -0.932
H: -3.815 -1.048 -1.465
H: -2.672 -1.652 -2.557
H: -3.007 -3.651 1.558
H: -0.303 2.253 0.687